(1)
DFT (wB97M-V/def2-TZVPD) results for 2 unconnected molecules or ions with the total composition ClH3O3SSi at a distorted geometry.

Computed properties:
Relative energy (zero: lowest compared OMol25 entry of this formula, charge and spin) ... 6.229 eV
Molar mass ... 146.6 g mol⁻¹
Strongest force on any atom ... 3.19 eV Å⁻¹
Energy ... -37421.994 eV

Each line ends with the Mulliken charge.
Positions of all 9 atoms, in Å:
Cl -0.280 -1.650 2.631  -0.0902
S -0.977 -0.088 1.489  0.9359
Si 0.843 0.275 -1.320  0.3971
O -2.422 -0.117 1.674  -0.4004
O -0.163 -0.777 -0.768  -0.2841
O -0.167 1.134 1.684  -0.4453
H 0.803 -0.934 -2.334  0.0369
H 1.968 1.048 -0.685  -0.0580
H 0.395 1.108 -2.370  -0.0919

Cartesian forces, eV/Å:
Cl 0.2 0.2 0.0
S -0.4 1.3 -0.4
Si 1.7 1.0 -1.5
O 1.6 0.4 -0.2
O -1.7 -1.2 2.5
O -1.3 -2.1 -0.1
H 0.9 0.0 0.3
H -0.3 -0.9 0.2
H -0.7 1.3 -0.6

(2)
DFT (wB97M-V/def2-TZVPD) results for a molecular structure, C21H36BrGeN2NiS4Si3.

Computed properties:
Relative energy (zero: lowest compared OMol25 entry of this formula, charge and spin) ... 1.367 eV
Molar mass ... 740.3 g mol⁻¹
2S+1 ... 4
Strongest force on any atom ... 0.61 eV Å⁻¹
Energy ... -259920.530 eV

Each line ends with the Mulliken charge.
Positions of all 69 atoms, in Å:
Br -2.455 3.507 -6.279  -0.2239
Ge 1.625 -1.288 -1.158  0.5463
Ni -0.064 0.238 -0.205  -0.3614
S -2.521 0.746 -0.192  -0.0389
S -0.303 -1.843 0.455  -0.2113
S -3.434 -0.952 0.028  0.0392
S -2.026 -2.432 -0.460  -0.1120
Si 3.066 0.455 -2.029  0.1418
Si 0.957 -2.775 -2.907  0.3710
Si 3.104 -2.428 0.395  0.5281
N 0.093 2.069 -0.948  1.1807
N 0.702 1.123 1.464  0.4620
C 2.185 -3.487 1.635  -1.1475
C 0.501 2.949 -0.026  -0.7639
C -0.907 1.459 -3.033  0.8156
C -0.673 3.793 -2.545  -0.8129
C 4.260 -3.600 -0.499  -1.1059
C -1.661 3.083 -4.614  -0.2256
C 0.976 0.623 2.675  -0.2359
C 1.349 3.297 2.284  -1.0679
C -0.399 -2.048 -3.963  -0.8760
C 4.612 -0.524 -2.473  -1.1395
C -0.473 2.463 -2.157  -0.3880
C 1.440 1.382 3.723  -0.8719
C 4.082 -1.135 1.325  -0.9422
C 2.455 -3.055 -3.991  -1.1038
C 0.857 2.465 1.250  0.5577
C 0.427 -4.424 -2.208  -0.9308
C 1.638 2.758 3.507  -0.3094
C 2.466 1.182 -3.640  -1.0075
C 3.643 1.792 -0.873  -0.8638
C -1.496 1.756 -4.247  -0.5503
C -1.253 4.099 -3.768  -0.6548
H 2.011 3.387 4.305  0.4185
H -1.289 -1.810 -3.375  0.2459
H 4.216 2.518 -1.459  0.4633
H 1.672 -2.886 2.390  0.2851
H 5.215 0.071 -3.167  0.4608
H 1.922 0.453 -4.247  0.1682
H 1.433 -4.115 1.151  0.2988
H 4.871 -0.708 0.702  0.2661
H 5.225 -0.730 -1.593  0.2400
H 4.785 -3.145 -1.335  0.3411
H 3.312 -3.411 -3.415  0.2891
H 2.900 -4.139 2.147  0.3906
H -0.061 -1.135 -4.462  0.1135
H 2.746 -2.137 -4.508  0.2280
H 4.554 -1.575 2.209  0.4465
H 5.011 -3.968 0.209  0.4058
H 2.228 -3.811 -4.750  0.4463
H -1.396 5.132 -4.056  0.4165
H 1.486 4.352 2.087  0.4395
H 4.296 1.385 -0.099  0.2879
H 3.439 -0.315 1.656  0.1533
H 0.812 -0.443 2.792  0.3631
H -0.687 -2.768 -4.735  0.5340
H -1.827 0.964 -4.906  0.5161
H 2.825 2.319 -0.385  0.1159
H 1.818 2.047 -3.499  0.2298
H 0.580 4.010 -0.230  0.1045
H 3.706 -4.467 -0.874  0.2624
H 4.388 -1.469 -2.964  0.2206
H 1.125 -4.779 -1.446  0.1911
H 3.347 1.503 -4.206  0.5293
H -0.565 -4.376 -1.756  0.2678
H -0.759 0.422 -2.751  0.0257
H 1.645 0.922 4.679  0.4425
H -0.386 4.605 -1.892  0.2899
H 0.392 -5.168 -3.010  0.4049

Cartesian forces, eV/Å:
Br 0.0 0.0 0.0
Ge 0.6 0.0 0.1
Ni -0.3 0.2 0.3
S -0.1 0.1 0.0
S -0.3 -0.2 -0.1
S 0.0 -0.1 0.0
S 0.0 0.0 0.1
Si 0.0 -0.1 -0.1
Si 0.1 0.1 0.0
Si -0.2 0.0 0.0
N -0.1 0.0 -0.2
N 0.1 0.0 -0.2
C -0.1 0.0 0.1
C 0.0 0.0 0.1
C 0.1 0.0 -0.1
C 0.0 0.1 -0.1
C 0.0 -0.1 -0.1
C 0.0 0.0 0.0
C 0.0 0.0 0.0
C 0.0 0.0 0.0
C -0.2 0.1 -0.1
C 0.1 -0.1 0.0
C 0.1 0.0 0.2
C 0.0 0.0 0.0
C 0.1 0.1 0.1
C 0.1 0.0 -0.1
C 0.0 0.1 0.0
C -0.1 -0.1 0.1
C 0.0 0.0 0.0
C -0.1 0.1 -0.1
C 0.0 0.1 0.2
C 0.0 0.0 0.0
C 0.0 0.0 0.1
H 0.0 0.0 0.0
H 0.0 0.0 0.0
H 0.0 0.0 0.0
H 0.0 -0.1 0.0
H 0.0 0.0 0.1
H 0.0 0.0 0.0
H 0.1 0.0 0.0
H 0.0 0.0 0.0
H 0.0 0.0 0.0
H 0.1 0.0 -0.1
H 0.0 0.0 0.0
H 0.0 0.0 0.0
H 0.0 0.0 0.0
H 0.0 0.0 0.0
H 0.0 0.0 0.0
H 0.0 0.0 0.0
H 0.0 0.0 0.0
H 0.0 0.0 0.0
H 0.0 0.0 0.0
H 0.0 0.0 0.0
H 0.0 0.0 0.0
H 0.0 0.0 0.0
H 0.0 0.0 0.0
H 0.0 0.0 0.0
H 0.0 0.0 0.0
H 0.0 0.0 0.0
H 0.0 0.0 0.0
H 0.0 0.0 0.0
H 0.0 0.0 0.0
H 0.0 0.0 0.0
H -0.1 0.0 0.0
H 0.0 0.0 0.0
H 0.0 0.0 0.0
H 0.0 0.0 0.0
H 0.0 0.0 0.0
H 0.0 0.0 0.0

(3)
DFT (wB97M-V/def2-TZVPD) results for 2 unconnected molecules or ions with the total composition C3H10N2O2 at a distorted geometry.

Computed properties:
Net charge ... -1
Relative energy (zero: lowest compared OMol25 entry of this formula, charge and spin) ... 0.189 eV
Molar mass ... 106.1 g mol⁻¹
2S+1 ... 2
Strongest force on any atom ... 1.29 eV Å⁻¹
Energy ... -10347.841 eV

Each line ends with the Mulliken charge.
Positions of all 17 atoms, in Å:
O -2.023 -2.477 -0.668  -1.5659
O 1.901 2.297 -0.178  -0.4916
N -1.888 0.374 0.538  -0.4889
N 2.756 0.231 -0.415  -0.6225
C 1.719 1.096 -0.282  0.4284
C 0.376 0.428 -0.314  -0.0118
C -0.588 0.894 0.753  -0.6633
H 0.471 -0.663 -0.285  -0.1833
H -2.560 0.543 1.265  0.2303
H -2.064 -0.415 -0.059  0.4700
H -0.548 1.992 0.769  0.2086
H 2.591 -0.753 -0.592  0.6260
H -0.006 0.659 -1.306  -0.1957
H -2.473 -2.535 0.191  0.5151
H -0.165 0.637 1.738  0.0319
H -1.153 -2.890 -0.426  0.5251
H 3.655 0.582 -0.729  0.1876

Cartesian forces, eV/Å:
O 0.4 -0.2 0.2
O -0.1 0.1 0.0
N -1.0 0.7 -0.2
N 0.9 -0.5 -0.5
C 0.1 -0.1 0.2
C -0.1 -0.4 -0.1
C 0.9 0.5 0.4
H 0.0 0.1 0.0
H 0.0 -0.2 -0.1
H 0.4 -0.3 0.1
H -0.3 0.0 -0.2
H -0.2 0.2 0.1
H -0.3 0.1 -0.2
H -0.2 -0.1 0.1
H 0.0 -0.4 0.0
H -0.2 0.2 -0.3
H -0.3 0.1 0.3

(4)
DFT (wB97M-V/def2-TZVPD) results for 2 unconnected molecules or ions with the total composition C3HF3 at a distorted geometry.

Computed properties:
Relative energy (zero: lowest compared OMol25 entry of this formula, charge and spin) ... 5.362 eV
Molar mass ... 94.0 g mol⁻¹
Strongest force on any atom ... 2.92 eV Å⁻¹
Energy ... -11272.287 eV

Each line ends with the Mulliken charge.
Positions of all 7 atoms, in Å:
F 3.456 0.026 -0.184  -0.0066
F 1.266 -2.521 0.285  -0.2250
F -0.901 -2.374 0.009  -0.2099
C 0.361 -0.469 -0.356  -0.5531
C 0.235 -1.695 0.002  0.4718
C 2.475 0.724 0.274  0.2180
H -0.493 0.053 -0.672  0.3047

Cartesian forces, eV/Å:
F -1.7 0.9 0.6
F -0.8 0.3 0.2
F -0.1 -0.4 0.1
C 2.4 1.7 0.5
C 1.1 -1.6 0.0
C -0.3 -1.9 -1.2
H -0.7 1.1 -0.2

(5)
DFT (wB97M-V/def2-TZVPD) results for a molecular structure, C30H35N2O3PSiTb at a distorted geometry.

Computed properties:
Net charge ... +2
Molar mass ... 689.6 g mol⁻¹
2S+1 ... 8
Strongest force on any atom ... 4.64 eV Å⁻¹
Energy ... -80389.682 eV

Each line ends with the Mulliken charge.
Positions of all 73 atoms, in Å:
Tb -1.708 -0.032 -0.739  1.0586
P -1.263 -2.841 -1.189  1.3529
Si 1.143 0.466 1.448  -1.2646
O -3.558 -1.200 -1.920  -0.5614
O 0.123 0.436 0.177  -0.1368
O -2.106 -2.433 2.311  -0.1410
N -1.734 2.219 -1.808  0.4515
N -1.348 -0.122 -3.132  0.7118
C 3.550 1.918 2.085  -0.3839
C -2.496 3.163 -0.966  -0.9927
C 0.002 0.050 5.444  -0.7062
C 2.182 -1.088 1.487  0.6804
C -2.379 2.074 -3.131  -1.0537
C 1.739 3.229 1.143  -0.2933
C -1.922 -1.828 1.344  0.1434
C 3.732 -3.451 1.666  -0.6318
C 2.266 1.978 1.512  0.9026
C -2.455 -4.198 -0.862  -1.2874
C 1.641 -2.262 2.025  -0.1685
C -1.252 -1.354 -3.746  0.4436
C 3.794 4.324 1.878  -0.5758
C -1.808 0.884 -5.268  -0.9739
C 3.475 -1.140 0.945  -0.4311
C -1.137 0.861 5.501  -0.5296
C 0.696 -0.082 4.231  -0.0496
C -0.351 2.716 -2.032  -0.6714
C 0.218 0.570 3.084  0.5140
C -1.700 -2.500 -2.957  -1.1225
C 2.507 4.388 1.329  -0.8339
C -1.391 -0.288 -5.910  -0.5858
C -1.582 1.551 4.365  -0.6878
C 2.414 -3.427 2.128  -0.8764
C -1.775 0.910 -3.883  0.7276
C -0.895 1.410 3.156  0.0168
C -1.114 -1.416 -5.147  -1.0434
C 4.251 -2.303 1.064  -0.6913
C 0.329 -3.722 -1.048  -1.3626
C 4.313 3.082 2.256  -0.7820
H 0.607 -2.267 2.381  0.5196
H 4.384 5.230 2.007  0.3891
H 3.958 0.960 2.405  0.5066
H 1.980 -4.320 2.575  0.4897
H -0.402 3.685 -2.563  0.4694
H -2.449 2.209 4.417  0.4215
H -4.486 -1.052 -2.225  0.2595
H 2.083 5.353 1.052  0.4044
H -3.525 2.786 -0.846  0.4126
H 0.404 -4.581 -1.731  0.5243
H -3.340 -4.096 -1.503  0.3938
H -1.808 -3.432 -3.531  0.6995
H -2.149 1.791 -5.773  0.5069
H -2.060 3.194 0.046  0.1978
H 5.318 3.005 2.680  0.4073
H 0.176 2.852 -1.078  -0.0855
H -2.787 -4.174 0.181  0.3809
H -3.453 1.848 -3.019  0.3109
H -1.962 -5.159 -1.060  0.4141
H 1.602 -0.700 4.188  0.3995
H 5.276 -2.304 0.689  0.4205
H 0.364 -0.487 6.329  0.4137
H -2.269 3.019 -3.688  0.5474
H -0.863 -2.380 -5.592  0.4952
H -1.286 -0.307 -6.996  0.4616
H -2.507 4.185 -1.404  0.3729
H 0.381 -4.075 -0.010  0.4054
H -3.026 -1.923 -2.622  0.2686
H 0.723 3.306 0.753  0.1367
H -1.226 1.974 2.275  0.2526
H 4.338 -4.356 1.765  0.4278
H 0.220 1.998 -2.632  0.2775
H 3.894 -0.257 0.454  0.6130
H -1.676 0.968 6.443  0.3868
H 1.168 -3.032 -1.208  0.3337

Cartesian forces, eV/Å:
Tb 1.5 0.6 1.4
P -0.1 -0.2 -0.6
Si 1.5 0.2 1.4
O -0.6 -0.7 -1.1
O -2.1 -0.2 -1.2
O 0.8 1.9 -3.6
N -0.1 -0.2 -0.2
N -1.1 -0.2 -0.7
C -0.2 0.5 -0.2
C -0.1 0.0 0.3
C 0.2 0.0 -0.3
C -0.1 -0.2 -0.6
C 0.5 0.2 0.2
C 1.0 0.2 0.4
C -1.2 -1.3 4.3
C -0.2 0.3 0.0
C -0.2 -0.1 -0.3
C -0.2 0.1 0.1
C 0.5 -0.4 0.0
C -0.6 0.0 0.5
C -0.3 -0.4 -0.2
C 0.1 -0.4 -0.5
C 0.2 -0.4 0.3
C 0.0 0.0 -0.1
C -0.5 0.1 0.3
C 0.2 0.3 0.1
C 0.2 -0.3 -0.7
C 2.9 -1.1 -1.3
C -0.2 -0.1 0.0
C 0.3 0.6 -0.2
C 0.1 0.0 0.0
C -0.3 0.0 -0.1
C 0.4 -0.3 0.9
C -0.3 -0.3 0.7
C -0.3 -0.3 0.0
C 0.0 0.2 -0.2
C 0.3 0.2 -0.5
C -0.2 -0.1 -0.1
H 0.4 0.0 0.1
H -0.2 -0.2 0.0
H -0.1 0.3 0.0
H 0.1 0.1 0.0
H 0.1 -0.3 0.2
H 0.2 -0.2 0.1
H 0.9 -0.3 0.3
H 0.2 -0.2 0.1
H 0.2 0.3 -0.2
H -0.1 0.3 0.2
H 0.2 -0.1 0.2
H -0.1 0.4 -0.1
H 0.2 -0.5 -0.2
H 0.1 0.2 -0.4
H -0.4 0.1 -0.1
H -0.3 -0.1 -0.4
H 0.1 -0.1 -0.2
H 0.2 0.2 0.1
H -0.2 0.2 0.0
H -0.5 0.3 0.0
H -0.3 0.0 0.1
H -0.2 0.3 -0.3
H -0.2 -0.3 0.0
H -0.2 0.3 0.0
H -0.1 -0.1 0.3
H -0.1 -0.6 0.3
H 0.0 0.1 -0.2
H -1.6 1.7 1.6
H 0.2 0.1 0.1
H 0.1 -0.1 0.2
H -0.2 0.4 0.0
H -0.1 0.2 0.1
H -0.1 -0.3 0.2
H 0.1 0.0 -0.3
H -0.2 -0.2 0.1